(1)
A structure of composition C29H22N4O5PRe at a distorted geometry. Source: the OMol25 dataset; level of theory: ωB97M-V/def2-TZVPD.

Computed properties:
* net charge: +3
* ⟨S²⟩: 3.784
* 2S+1: 4
* HOMO level (alpha / beta): -0.572 / -0.575 Eh

XYZ file:
```
62
Properties=species:S:1:pos:R:3:lowdin_charge:R:1
Re -1.30415 -0.93940 -1.36067 1.434
P -0.36047 -0.37142 0.75007 1.052
O -1.38509 -2.70810 -0.29572 -0.188
O 1.51829 -0.97221 -4.44100 0.252
O 0.53573 -1.38089 -2.46722 -0.014
O -4.63694 1.41539 -1.93545 0.267
O -3.10272 0.11246 -1.06747 -0.042
N -0.70848 -4.82813 0.00319 0.269
N 1.09020 0.50531 0.81776 -0.122
N -1.39210 0.29065 -2.89985 -0.029
N 2.46182 -4.89154 1.10933 0.260
C 1.70039 -4.03787 0.99457 -0.180
C 3.89318 -2.36039 2.14791 -0.038
C 2.63349 2.38332 0.97943 -0.005
C -3.47126 0.85396 -2.00608 -0.371
C -3.24561 0.78305 4.08132 -0.015
C 1.99346 -0.57385 1.09298 -0.300
C 1.85839 4.54493 0.25386 -0.045
C 0.36103 2.67360 0.15222 -0.057
C -0.47465 0.18397 -3.89753 -0.108
C -0.48965 -3.52215 0.11143 -0.416
C 0.72583 -3.06262 0.74701 -0.099
C 1.70230 -1.28063 2.39810 -0.096
C -1.10626 1.06856 3.02131 -0.064
C 2.76101 -2.16305 2.86906 0.005
C -3.62233 -0.13650 3.11097 -0.036
C 4.14729 -1.64586 0.94285 0.003
C -2.73733 1.66203 -4.34699 0.093
C -1.48469 0.13035 2.05833 -0.331
C -0.63152 0.81491 -5.12590 0.105
C 0.59214 -0.77812 -3.56283 -0.393
C 0.83398 -1.71949 1.21010 -0.218
C -1.99711 1.39010 4.02984 -0.029
C -1.77489 1.57487 -5.34773 0.071
C 1.38029 1.83896 0.65003 -0.268
C 2.86165 3.72812 0.77459 -0.041
C 3.25362 -0.74606 0.44761 0.018
C -2.52814 1.00652 -3.13579 -0.106
C -2.74817 -0.46642 2.09154 -0.092
C 0.59628 4.01546 -0.03569 -0.063
H 2.05476 5.59096 0.07767 0.118
H 3.82068 4.15229 1.03383 0.124
H 1.15569 -0.75181 3.17632 0.161
H 3.47240 -0.13832 -0.41807 0.131
H -3.64112 2.22505 -4.52389 0.146
H 3.39362 1.76045 1.42217 0.117
H -1.92917 2.06471 -6.29656 0.151
H -3.92635 1.02965 4.88304 0.129
H 4.65991 -3.01877 2.52552 0.134
H 0.12727 0.68991 -5.88378 0.155
H -0.58981 2.21236 -0.09891 0.081
H -1.57812 -5.16793 -0.38657 0.156
H -0.05185 -5.50928 0.35911 0.137
H 2.63267 -2.62841 3.83559 0.140
H -1.70877 2.11520 4.77633 0.127
H -0.13501 1.54210 2.98576 0.113
H -4.91545 1.98643 -2.67018 0.169
H 5.09575 -1.78292 0.44978 0.130
H -4.60057 -0.59114 3.14693 0.124
H -0.18356 4.65996 -0.41415 0.113
H 2.17761 -1.65856 -4.22161 0.194
H -3.02943 -1.17373 1.32219 0.090
```


(2)
A structure of composition C29H22N5O2PPt. Source: the OMol25 dataset; level of theory: ωB97M-V/def2-TZVPD.

Computed properties:
* net charge: +4
* ⟨S²⟩: 6.062
* 2S+1: 5
* HOMO level (alpha / beta): -0.715 / -0.715 Eh

XYZ file:
```
60
Properties=species:S:1:pos:R:3:lowdin_charge:R:1
Pt 0.40117 0.13952 0.76379 1.123
P -0.99093 -0.13338 2.56671 0.901
O 2.99666 4.09130 -5.06187 0.234
O 4.60666 4.02488 -3.59529 0.212
N -0.41848 1.69745 -0.60155 -0.004
N 3.47719 3.89460 -3.96140 -0.317
N -1.64535 -1.73773 2.18520 0.036
N 2.06638 0.61520 -0.58255 -0.041
N -0.70144 -1.71826 0.08008 -0.021
C -2.17565 2.22892 3.05199 -0.098
C -2.06598 3.23318 -1.44612 0.047
C -2.43424 0.87609 2.80122 -0.397
C 4.33398 0.48312 -1.36511 0.053
C 1.19285 3.79925 -3.12165 0.201
C -1.66782 2.19371 -0.60993 -0.020
C -4.77654 1.22850 3.19460 -0.022
C 2.49946 3.26417 -3.06263 0.048
C -0.20287 -0.90530 6.43954 -0.013
C 4.13383 1.55125 -2.21182 0.115
C 1.84492 1.64330 -1.41265 -0.121
C -0.13704 -0.37442 4.09794 -0.385
C -1.13868 3.79500 -2.29474 0.109
C -0.55975 -2.30963 -1.08544 -0.032
C -1.45314 -2.36285 1.03740 -0.300
C 1.15137 -0.60641 6.53180 0.004
C -0.85681 -0.77704 5.22805 -0.062
C -2.02350 -3.65680 0.80218 0.116
C -1.85758 -4.25460 -0.42899 0.043
C 2.85744 2.16498 -2.24179 -0.033
C -1.12924 -3.57471 -1.39585 0.084
C -3.22516 3.07019 3.38080 -0.027
C 3.28791 0.05187 -0.55811 -0.026
C -3.73444 0.37382 2.86223 -0.075
C 1.22218 -0.07702 4.19330 -0.102
C -4.52140 2.56859 3.45608 -0.004
C 0.49546 2.21748 -1.42488 -0.118
C 1.86299 -0.18873 5.41816 -0.025
C 0.18224 3.28388 -2.29318 -0.088
H -0.97161 -3.99247 -2.38292 0.151
H -5.78616 0.84502 3.25446 0.133
H 2.91443 0.04670 5.50876 0.130
H -3.08737 3.58813 -1.41162 0.149
H -1.40561 4.61508 -2.95247 0.162
H -2.28639 -5.22804 -0.63342 0.156
H 0.03409 -1.79312 -1.82960 0.136
H 5.29352 -0.01420 -1.31136 0.152
H 0.98792 4.61779 -3.80404 0.171
H 1.78304 0.25338 3.32358 0.070
H -0.74904 -1.22074 7.31804 0.135
H -2.36576 1.74862 0.09002 0.122
H -2.58739 -4.14065 1.59243 0.155
H -3.95825 -0.66721 2.66052 0.104
H -1.16100 2.61688 3.03391 0.116
H -5.33667 3.22615 3.72728 0.136
H 4.94029 1.91584 -2.83493 0.147
H -1.92630 -0.96117 5.17637 0.118
H 3.42920 -0.76876 0.13425 0.139
H 1.65587 -0.69100 7.48476 0.138
H -3.03315 4.11283 3.59664 0.130
H -2.17827 -2.24095 2.89472 0.155
```


Table of molecular weight (g mol⁻¹), in record order: 723.699 698.580
Table of relative energy (zero: lowest compared OMol25 entry of this formula, charge and spin) (kcal per mole), in record order: 48.4 1.5